Entry 1:
Molecular formula: C21H19ClO7
Method: DFT, ωB97M-V/def2-TZVPD

```
! RIJCOSX wB97M-V def2-TZVPD def2/J DEFGRID3
* xyz 0 1
C -4.104 -2.195 3.076
C -3.712 -2.667 1.680
C -4.329 -1.819 0.567
C -3.807 -0.383 0.572
C -4.152 0.386 -0.717
C -5.653 0.540 -0.938
O -3.620 1.696 -0.628
C -2.292 1.891 -0.790
O -1.839 2.984 -0.570
C -1.534 0.739 -1.306
C -0.187 0.549 -1.258
C 0.844 1.280 -0.624
C 0.922 2.471 0.085
C 2.260 2.632 0.448
C 2.943 1.536 -0.055
C 4.342 1.173 0.011
C 5.272 1.978 0.678
C 6.599 1.611 0.731
C 7.037 0.441 0.119
Cl 8.696 0.032 0.236
C 6.123 -0.378 -0.555
C 6.543 -1.629 -1.239
O 7.671 -1.933 -1.525
O 5.500 -2.421 -1.532
C 4.786 0.000 -0.597
O 2.088 0.728 -0.698
C -2.309 -0.272 -2.067
O -1.823 -1.025 -2.867
O -3.640 -0.294 -1.847
H -3.706 -1.205 3.282
H -5.187 -2.160 3.175
H -3.714 -2.878 3.826
H -2.624 -2.657 1.584
H -4.045 -3.698 1.548
H -5.414 -1.816 0.681
H -4.091 -2.273 -0.397
H -4.217 0.181 1.410
H -2.717 -0.396 0.674
H -6.088 -0.431 -1.149
H -6.110 0.976 -0.056
H -5.818 1.196 -1.788
H 0.164 -0.347 -1.763
H 0.107 3.135 0.282
H 2.674 3.449 1.002
H 4.952 2.890 1.154
H 7.316 2.229 1.248
H 5.813 -3.218 -1.988
H 4.080 -0.628 -1.117
*
```

gap between HOMO and LUMO = 7.2 eV
HOMO = -8.30 eV
energy relative to the best compared isomer or geometry (same formula, charge and spin) = 0.000 eV

Atomic partial charges in e from the Mulliken method, atoms 1 to 2: -1.1462 -0.5290



Entry 2:
Molecular formula: C3H11N3O
Method: DFT, ωB97M-V/def2-TZVPD

```
! RIJCOSX wB97M-V def2-TZVPD def2/J DEFGRID3
* xyz 0 1
C 0.485 -0.319 -0.035
C -0.844 0.322 -0.346
C 0.870 -0.642 1.392
N 1.564 1.031 -0.612
N -1.514 -0.430 -1.389
N -1.698 0.677 0.735
O 0.831 -1.343 -0.895
H 0.041 -1.385 -1.502
H 0.604 1.501 -0.839
H 2.083 1.497 0.132
H 2.194 0.535 -1.243
H -1.404 1.452 1.310
H -2.438 -0.741 -1.087
H -1.648 0.146 -2.212
H -2.005 -0.086 1.335
H 0.200 -1.413 1.779
H 0.789 0.234 2.038
H 1.888 -1.035 1.439
*
```

gap between HOMO and LUMO = 7.0 eV
HOMO = -6.21 eV
energy relative to the best compared isomer or geometry (same formula, charge and spin) = 3.715 eV

Atomic partial charges in e from the Mulliken method, atoms 1 to 2: 0.7942 -0.4864



Entry 3:
Molecular formula: C8H7Br6NO2
Method: DFT, ωB97M-V/def2-TZVPD

```
! RIJCOSX wB97M-V def2-TZVPD def2/J DEFGRID3
* xyz 0 1
C -4.147 4.237 8.446
Br -4.238 4.419 10.467
Br -3.527 2.414 8.074
Br -3.084 5.624 7.590
H -5.201 4.207 8.173
C 2.559 0.802 5.682
Br 2.478 -0.239 7.365
Br 2.119 -0.265 4.137
Br 4.459 1.368 5.618
H 1.772 1.555 5.719
C 2.320 -1.493 -5.475
C 1.978 -1.710 -4.120
C 0.603 -1.902 -3.838
C -0.373 -1.802 -4.925
C 0.080 -1.509 -6.223
C 1.404 -1.319 -6.539
N -1.822 -1.984 -4.662
O -2.641 -1.891 -5.598
O -2.179 -2.434 -3.540
H 3.389 -1.490 -5.632
H 2.650 -1.703 -3.274
H 0.319 -2.169 -2.831
H -0.619 -1.532 -7.045
H 1.701 -1.183 -7.569
*
```

gap between HOMO and LUMO = 9.3 eV
HOMO = -10.16 eV
energy relative to the best compared isomer or geometry (same formula, charge and spin) = 1.266 eV

Atomic partial charges in e from the Mulliken method, atoms 1 to 2: -0.3097 -0.0403



Entry 4:
Molecular formula: C40H66N2O6
Method: DFT, ωB97M-V/def2-TZVPD

```
! RIJCOSX wB97M-V def2-TZVPD def2/J DEFGRID3
* xyz 0 3
C 3.895 -4.366 1.492
O 4.690 -3.466 0.738
C 5.946 -3.235 1.352
C 5.896 -2.006 2.299
C 5.528 -0.758 1.465
C 5.451 0.518 2.360
C 5.865 1.801 1.559
C 4.672 2.732 1.287
C 3.591 1.999 0.408
C 2.150 2.249 0.920
C 1.145 1.823 -0.199
C -0.164 1.246 0.368
C -1.035 2.318 1.067
C -1.799 1.837 2.274
C -2.839 0.994 2.406
C -3.574 0.242 1.358
C -4.971 0.300 1.384
C -5.700 -0.406 0.460
C -5.100 -1.196 -0.512
C -3.720 -1.250 -0.547
C -2.987 -0.537 0.384
C -3.250 0.885 3.869
O -4.227 0.310 4.265
O -2.303 1.543 4.612
C -1.550 2.297 3.697
O -0.863 3.197 4.098
H 3.969 -4.205 2.577
H 2.849 -4.240 1.189
H 4.190 -5.398 1.232
H 6.685 -3.037 0.563
H 6.271 -4.100 1.956
H 6.864 -1.848 2.794
H 5.077 -2.172 3.014
H 6.277 -0.571 0.678
H 4.584 -0.961 0.945
H 4.427 0.676 2.729
H 6.151 0.385 3.193
H 6.382 1.535 0.626
H 6.584 2.362 2.180
H 4.950 3.649 0.749
H 4.154 3.038 2.209
H 3.740 0.912 0.385
H 3.649 2.359 -0.631
H 2.067 3.335 1.076
H 1.943 1.710 1.855
H 1.659 1.099 -0.847
H 0.944 2.722 -0.800
H -0.733 0.880 -0.502
H 0.023 0.357 0.986
H -1.723 2.823 0.380
H -0.337 3.085 1.441
H -5.538 0.879 2.108
H -6.790 -0.401 0.476
H -5.728 -1.759 -1.199
H -3.236 -1.870 -1.298
H -1.909 -0.646 0.327
C -8.233 -5.667 3.968
C -7.039 -6.127 3.091
C -6.067 -4.960 2.884
C -6.587 -3.902 1.913
C -7.012 -4.538 0.593
C -8.003 -5.691 0.777
N -7.540 -6.678 1.796
O -6.593 -7.395 1.263
C -9.381 -5.119 1.170
C -8.254 -6.359 -0.577
C -6.341 -7.201 3.929
H -8.069 -5.900 5.020
H -8.405 -4.591 3.921
H -9.156 -6.175 3.688
H -5.114 -5.338 2.499
H -5.843 -4.492 3.845
H -7.423 -3.353 2.358
H -5.807 -3.160 1.729
H -7.450 -3.773 -0.053
H -6.117 -4.897 0.074
H -10.086 -5.922 1.390
H -9.795 -4.534 0.347
H -9.348 -4.449 2.026
H -7.336 -6.716 -1.042
H -8.705 -5.648 -1.270
H -8.937 -7.204 -0.475
H -7.003 -8.052 4.106
H -6.056 -6.790 4.898
H -5.427 -7.568 3.464
C 5.227 3.774 -6.009
C 4.544 4.035 -4.640
C 3.275 4.870 -4.845
C 3.558 6.335 -5.171
C 4.490 6.949 -4.132
C 5.777 6.143 -3.931
N 5.508 4.691 -3.706
O 5.061 4.546 -2.492
C 6.694 6.337 -5.156
C 6.573 6.750 -2.773
C 4.138 2.644 -4.145
H 4.924 2.816 -6.431
H 4.978 4.526 -6.758
H 6.312 3.731 -5.913
H 2.661 4.832 -3.939
H 2.671 4.431 -5.642
H 3.988 6.428 -6.172
H 2.618 6.891 -5.196
H 4.738 7.972 -4.427
H 3.951 7.030 -3.182
H 7.583 5.708 -5.078
H 7.030 7.373 -5.216
H 6.207 6.126 -6.105
H 5.999 6.790 -1.848
H 6.862 7.774 -3.011
H 7.485 6.181 -2.586
H 5.014 2.011 -3.991
H 3.498 2.158 -4.882
H 3.571 2.679 -3.214
*
```

gap between HOMO and LUMO (spin up / spin down) = 7.9 / 8.7 eV
expectation value of S² = 2.0082
HOMO (spin up / spin down) = -8.61 / -9.38 eV

Atomic partial charges in e from the Mulliken method, atoms 1 to 2: -0.7045 -0.3511